Entry 1:
Here is a molecular structure, C36H38AuN8OSSb from OMol25. Energies are from wB97M-V/def2-TZVPD.

Element x y z (Å)
Au1 -0.5689 -1.6716 0.8664
C1 2.5535 -0.6138 2.2416
C2 1.2708 -0.0745 2.7399
N1 0.0443 -0.4718 2.3939
C3 -0.8662 0.2230 3.1823
C4 -0.1725 1.0654 3.9745
N2 1.1638 0.8726 3.6844
C5 2.2708 1.7046 4.1775
N3 2.6736 2.6643 3.2014
N4 3.6973 2.3651 2.3471
N5 3.8367 3.3093 1.5084
C6 2.8930 4.2847 1.7792
C7 2.6495 5.5050 1.1419
C8 1.6137 6.2663 1.6300
C9 0.8366 5.8356 2.7280
C10 1.0721 4.6394 3.3695
C11 2.1290 3.8740 2.8663
H1 2.3459 -1.4234 1.5543
H2 3.1332 -1.0292 3.0689
H3 3.1648 0.1493 1.7596
H4 -1.9228 0.0498 3.0983
H5 -0.5001 1.7652 4.7238
H6 3.1247 1.0774 4.4190
H7 1.9272 2.2036 5.0802
H8 3.2619 5.8293 0.3115
H9 1.3910 7.2238 1.1792
H10 0.0385 6.4744 3.0832
H11 0.4799 4.3354 4.2229
C12 -3.2828 0.4300 0.0777
N6 -3.8750 -0.8977 0.0651
C13 -4.9192 -1.1073 -0.9416
C14 -5.2110 -2.5822 -1.1068
C15 -5.4344 -3.1764 0.2678
N7 -4.2413 -2.9510 1.0851
C16 -3.8739 -4.0071 2.0230
C17 -3.5387 -1.8238 0.9831
O1 -2.5341 -1.6224 1.7622
H12 -4.0757 1.1778 0.0303
H13 -2.6239 0.5815 -0.7833
H14 -2.7153 0.5885 0.9889
H15 -4.5677 -0.6685 -1.8777
H16 -5.8196 -0.5616 -0.6450
H17 -4.3651 -3.0846 -1.5836
H18 -6.0878 -2.7226 -1.7361
H19 -5.6016 -4.2502 0.2158
H20 -6.3068 -2.7291 0.7528
H21 -4.6849 -4.1656 2.7340
H22 -2.9794 -3.7284 2.5658
H23 -3.6970 -4.9333 1.4750
C18 5.7569 -1.5141 -1.5536
C19 5.0081 -0.6738 -2.3646
C20 3.6342 -0.5811 -2.1910
C21 3.0302 -1.3383 -1.1884
C22 3.7696 -2.1938 -0.3808
C23 5.1412 -2.2778 -0.5710
Sb1 0.9604 -1.0113 -1.1155
C24 0.2247 -1.6999 -2.9339
C25 0.9915 -2.6057 -3.6568
C26 0.5160 -3.0747 -4.8767
C27 -0.7133 -2.6472 -5.3494
C28 -1.4820 -1.7503 -4.6122
C29 -1.0211 -1.2778 -3.3967
C30 0.5811 1.0592 -1.1777
C31 0.4889 1.6148 -2.4550
C32 0.3010 2.9839 -2.5970
C33 0.1954 3.7923 -1.4751
C34 0.2830 3.2391 -0.2039
C35 0.4786 1.8751 -0.0527
H24 6.8277 -1.5793 -1.6932
H25 5.4898 -0.0871 -3.1354
H26 3.0606 0.0779 -2.8336
H27 3.3013 -2.8149 0.3713
H28 5.7284 -2.9448 0.0459
H29 1.9558 -2.9399 -3.2926
H30 1.1081 -3.7750 -5.4501
H31 -1.0825 -3.0163 -6.2970
H32 -2.4405 -1.4213 -4.9914
H33 -1.6230 -0.5822 -2.8224
H34 0.5532 0.9962 -3.3417
H35 0.2336 3.4138 -3.5878
H36 0.0458 4.8580 -1.5897
H37 0.2036 3.8724 0.6714
H38 0.5432 1.4664 0.9455
S1 -2.2421 -5.0058 -1.9184
C36 -1.6709 -3.7917 -1.0918
N8 -1.2425 -2.8445 -0.5230

The electronic energy comes out at -2681.51421 hartree. The largest force on an atom is 0.007 Eh/bohr. Its HOMO energy is -13.67 eV. Its total charge is +2. The calculation puts the energy above the lowest of the compared OMol25 structures with the same formula, charge and spin at 0.0 kcal/mol. Its spin multiplicity is 1. Its HOMO-LUMO gap is 6.414 eV.


Entry 2:
Here is a molecular structure, C36H38ClN2OReSb2 from OMol25. Energies are from wB97M-V/def2-TZVPD.

Element x y z (Å)
Re1 -0.8189 -1.2899 0.6729
C1 -0.4526 2.2246 -1.5935
C2 0.3974 3.3098 -2.2673
C3 1.5717 3.8352 -1.4256
Sb1 0.8007 4.6567 0.3739
C4 1.4687 3.9968 2.2180
C5 0.5781 4.1642 3.2789
C6 0.9672 3.7675 4.5502
C7 2.2244 3.2102 4.7490
C8 3.1027 3.0467 3.6858
C9 2.7298 3.4381 2.4074
C10 0.6685 6.7130 0.3208
C11 1.0266 7.4423 1.4515
C12 0.9527 8.8282 1.3952
C13 0.5261 9.4587 0.2356
C14 0.1712 8.7199 -0.8885
C15 0.2386 7.3373 -0.8523
Sb2 -1.4913 3.1562 0.0063
C16 -1.9154 2.0915 1.7300
C17 -2.9964 2.5618 2.4649
C18 -3.3193 1.9656 3.6842
C19 -2.5606 0.9158 4.1720
C20 -1.4878 0.4349 3.4253
C21 -1.1745 1.0121 2.2041
C22 -3.1347 4.2458 -0.5729
C23 -3.1056 5.6374 -0.4846
C24 -4.2300 6.3522 -0.8736
C25 -5.3527 5.6816 -1.3387
C26 -5.3714 4.2945 -1.4192
C27 -4.2595 3.5602 -1.0353
H1 0.1559 1.4196 -1.1714
H2 -1.1861 1.7848 -2.2651
H3 -0.2347 4.1500 -2.5747
H4 0.8079 2.9033 -3.1948
H5 2.0873 4.6557 -1.9231
H6 2.2970 3.0614 -1.1747
H7 -0.4022 4.6088 3.1407
H8 0.2952 3.9045 5.3866
H9 2.5271 2.9132 5.7440
H10 4.0869 2.6317 3.8554
H11 3.4265 3.3282 1.5858
H12 1.3715 6.9590 2.3576
H13 1.2360 9.4138 2.2589
H14 0.4742 10.5386 0.2024
H15 -0.1496 9.2218 -1.7910
H16 -0.0311 6.7688 -1.7363
H17 -3.5978 3.3900 2.1089
H18 -4.1636 2.3331 4.2515
H19 -2.8044 0.4623 5.1228
H20 -0.9027 -0.3997 3.7901
H21 -0.2994 0.5668 1.7006
H22 -2.2360 6.1668 -0.1132
H23 -4.2294 7.4318 -0.8098
H24 -6.2249 6.2462 -1.6392
H25 -6.2538 3.7842 -1.7803
H26 -4.2847 2.4787 -1.0960
C28 3.5787 -1.4718 -0.4725
C29 2.3416 -1.8401 0.2807
O1 1.3363 -1.0920 0.2409
N1 2.3479 -2.9827 0.9638
C30 1.1891 -3.5031 1.6790
C31 0.1877 -4.1386 0.7500
C32 0.2150 -5.4836 0.4508
C33 -0.6871 -6.0035 -0.4681
C34 -1.6026 -5.1555 -1.0652
C35 -1.6037 -3.8227 -0.7065
N2 -0.7258 -3.3161 0.1817
H27 3.6767 -0.3894 -0.4882
H28 3.4760 -1.8206 -1.5017
H29 4.4747 -1.9162 -0.0445
H30 3.1779 -3.5545 0.9114
H31 0.7301 -2.6820 2.2417
H32 1.5403 -4.2260 2.4127
H33 0.9381 -6.1231 0.9388
H34 -0.6739 -7.0576 -0.7097
H35 -2.3241 -5.5120 -1.7855
H36 -2.3118 -3.1232 -1.1253
Cl1 -3.2704 0.1542 -0.4337
C36 -2.9047 -1.2146 0.7566
H37 -3.5066 -2.0420 0.3845
H38 -3.3129 -0.9078 1.7208

The electronic energy comes out at -2597.28616 hartree. The largest force on an atom is 0.013 Eh/bohr. Its HOMO energy (spin up / spin down) is -15.84 / -14.65 eV. Its total charge is +3. The calculation puts the energy above the lowest of the compared OMol25 structures with the same formula, charge and spin at 0.0 kcal/mol. Its spin multiplicity is 4. Its HOMO-LUMO gap (spin up / spin down) is 7.868 / 6.693 eV.


Entry 3:
Here is a molecular structure, C36H38CoN6O5P3Se2 from OMol25. Energies are from wB97M-V/def2-TZVPD.

Element x y z (Å)
Co1 1.3948 1.7577 1.4678
O1 3.4646 2.2761 5.1346
C1 3.0154 1.9616 3.9463
O2 1.9172 2.2845 3.5174
C2 3.9661 1.1017 3.1549
O3 3.6417 1.1495 1.7874
C3 4.3625 2.1808 1.0508
C4 3.6091 3.5106 1.0888
O4 4.1793 4.5471 1.3576
O5 2.3407 3.3829 0.7772
H1 2.8053 2.7834 5.6279
H2 3.8358 0.0770 3.5029
H3 4.9948 1.3995 3.3464
H4 4.4055 1.8321 0.0235
H5 5.3656 2.2981 1.4505
Se1 -2.8378 -3.2794 2.6035
P1 -1.9134 -3.0994 0.6329
C5 -3.1494 -2.9046 -0.6389
C6 -3.3100 -1.6784 -1.2778
C7 -4.3189 -1.5282 -2.2168
C8 -5.1645 -2.5911 -2.5086
C9 -5.0173 -3.8092 -1.8552
C10 -4.0140 -3.9693 -0.9124
C11 -0.8467 -4.5003 0.3070
C12 -1.0543 -5.3761 -0.7582
C13 -0.1983 -6.4550 -0.9291
C14 0.8499 -6.6570 -0.0415
C15 1.0533 -5.7841 1.0229
C16 0.2042 -4.7068 1.2054
C17 -0.9967 -1.5951 0.8813
C18 -0.0740 -0.7616 0.2570
N1 0.1489 0.2178 1.1605
N2 -0.5946 0.0139 2.2663
N3 -1.2929 -1.0707 2.1059
P2 0.8949 -0.6568 -1.2863
Se2 1.6569 1.3314 -1.3903
C19 -0.1536 -1.1227 -2.6709
C20 -0.6070 -2.4377 -2.7893
C21 -1.3928 -2.8093 -3.8673
C22 -1.7240 -1.8679 -4.8357
C23 -1.2683 -0.5601 -4.7256
C24 -0.4792 -0.1832 -3.6453
C25 2.2071 -1.8859 -1.1218
C26 2.5641 -2.7456 -2.1586
C27 3.6538 -3.5951 -2.0028
C28 4.3850 -3.5836 -0.8248
C29 4.0364 -2.7187 0.2071
C30 2.9514 -1.8709 0.0614
H6 -2.6437 -0.8540 -1.0538
H7 -4.4465 -0.5790 -2.7244
H8 -5.9511 -2.4681 -3.2452
H9 -5.6899 -4.6302 -2.0735
H10 -3.9175 -4.9114 -0.3823
H11 -1.8699 -5.2196 -1.4520
H12 -0.3545 -7.1399 -1.7531
H13 1.5140 -7.5032 -0.1781
H14 1.8690 -5.9518 1.7168
H15 0.3479 -4.0329 2.0443
H16 -0.3168 -3.1742 -2.0503
H17 -1.7415 -3.8322 -3.9614
H18 -2.3265 -2.1596 -5.6877
H19 -1.5165 0.1665 -5.4905
H20 -0.1058 0.8308 -3.5594
H21 2.0220 -2.7335 -3.0951
H22 3.9396 -4.2552 -2.8142
H23 5.2365 -4.2440 -0.7119
H24 4.6231 -2.6982 1.1190
H25 2.7035 -1.1703 0.8509
C31 -2.7771 5.0499 0.5317
N4 -1.4456 5.2340 -0.2187
C32 -0.7344 6.4777 0.3570
N5 -0.5764 6.3508 1.7632
C33 -1.8752 6.1757 2.4152
N6 -2.5644 4.9716 1.9357
C34 -1.8763 3.7353 2.3585
P3 -0.1517 3.6307 1.6772
C35 -0.5762 4.0128 -0.0875
C36 0.4101 5.3323 2.1530
H26 -3.2298 4.1412 0.1452
H27 -3.3921 5.9105 0.2756
H28 -1.6447 5.4014 -1.2038
H29 -1.3646 7.3294 0.1075
H30 0.2234 6.5571 -0.1501
H31 -2.4979 7.0463 2.2078
H32 -1.7318 6.1025 3.4908
H33 -2.4482 2.8571 2.0538
H34 -1.8238 3.7154 3.4473
H35 -1.0826 3.1613 -0.5385
H36 0.3551 4.1747 -0.6257
H37 1.3754 5.5184 1.6863
H38 0.5563 5.3722 3.2323

The electronic energy comes out at -9308.62475 hartree. The largest force on an atom is 0.024 Eh/bohr. Its HOMO energy (spin up / spin down) is -12.98 / -13.04 eV. Its total charge is +2. Its spin multiplicity is 5. Its HOMO-LUMO gap (spin up / spin down) is 8.321 / 6.179 eV.